# Cl2HNOS

A cluster of 2 separate species, Cl2HNOS in total in a non-equilibrium geometry (wB97M-V/def2-TZVPD, the OMol25 dataset).

The geometry in ORCA input format:
```
! wB97M-V def2-TZVPD RIJCOSX def2/J DEFGRID3
* xyz 0 1
N -0.4207 -0.1860 -0.2009
O -2.8284 -1.0592 -2.4517
S -1.8912 -0.1177 -0.3517
Cl -2.8370 -1.0385 1.0864
Cl -2.2260 1.8795 0.1968
H 0.1824 -0.7299 -0.7485
*
```

Its HOMO energy (spin up / spin down) is -10.88 / -10.88 eV. Its molar mass is 134.0 g/mol. The total energy comes out at -39426.3516 eV. The HOMO-LUMO gap (spin up / spin down) comes out at 7.7 / 7.7 eV. For the energy relative to the best compared isomer or geometry (same formula, charge and spin), the calculation gives 131.1 kcal per mole.


# Cl2HNOS

A cluster of 2 separate species, Cl2HNOS in total in a non-equilibrium geometry (wB97M-V/def2-TZVPD, the OMol25 dataset).

The geometry in ORCA input format:
```
! wB97M-V def2-TZVPD RIJCOSX def2/J DEFGRID3
* xyz 0 3
N 0.1655 -0.3268 -0.6190
O 2.0921 -1.1707 -1.8964
S 1.6497 -0.6430 -0.6509
Cl 3.6278 1.8845 0.1884
Cl 2.2736 -1.9773 0.9061
H -0.2716 0.0322 0.2124
*
```

Its HOMO energy (spin up / spin down) is -9.93 / -11.20 eV. Its molar mass is 134.0 g/mol. The total energy comes out at -39429.8386 eV. The HOMO-LUMO gap (spin up / spin down) comes out at 10.2 / 6.7 eV. For the energy relative to the best compared isomer or geometry (same formula, charge and spin), the calculation gives 12.8 kcal per mole.


# Cl2O2S

An isolated molecule of Cl2O2S in a non-equilibrium geometry (wB97M-V/def2-TZVPD, the OMol25 dataset).

The geometry in ORCA input format:
```
! wB97M-V def2-TZVPD RIJCOSX def2/J DEFGRID3
* xyz 0 3
O -0.5851 -1.6337 -0.0930
O 0.6774 0.5809 0.4261
S -0.4545 -0.3098 -0.5531
Cl 2.3532 0.3199 0.0728
Cl -1.9909 1.0426 0.1472
*
```

Its HOMO energy (spin up / spin down) is -8.36 / -10.99 eV. Its molar mass is 135.0 g/mol. The total energy comes out at -39969.4231 eV. The HOMO-LUMO gap (spin up / spin down) comes out at 7.7 / 7.0 eV. For the energy relative to the best compared isomer or geometry (same formula, charge and spin), the calculation gives 33.8 kcal per mole.


# Cl3CuFI

A structure of composition Cl3CuFI (wB97M-V/def2-TZVPD, the OMol25 dataset).

The geometry in ORCA input format:
```
! wB97M-V def2-TZVPD RIJCOSX def2/J DEFGRID3
* xyz -3 2
Cu 0.3484 -0.0468 0.2616
I 4.4331 -1.4534 0.0768
F -0.9497 -3.2582 -0.0028
Cl 0.8794 3.4954 1.5792
Cl -0.8448 1.0662 -3.4167
Cl -3.8665 0.1968 1.5019
*
```

Its HOMO energy (spin up / spin down) is 0.14 / 0.14 eV. Its molar mass is 315.8 g/mol. The total energy comes out at -93021.4149 eV. The HOMO-LUMO gap (spin up / spin down) comes out at 6.2 / 2.8 eV. For the energy relative to the best compared isomer or geometry (same formula, charge and spin), the calculation gives 82.2 kcal per mole.